ORCA calculation (ωB97M-V with the def2-TZVPD basis set) on a 15-piece molecular cluster, C30H90O30 overall.

CARTESIAN COORDINATES (ANGSTROEM)
1 C 5.125 0.400 4.647
2 C 5.026 -0.538 5.851
3 O 6.074 -0.454 6.791
4 O 4.268 -0.116 3.604
5 H 6.171 0.506 4.322
6 H 4.732 1.415 4.842
7 H 5.043 -1.593 5.446
8 H 4.030 -0.489 6.398
9 H 5.966 0.401 7.217
10 H 4.149 0.643 2.985
11 C -4.456 4.586 -0.590
12 C -3.582 5.788 -0.047
13 O -3.209 5.419 1.275
14 O -3.797 3.360 -0.130
15 H -4.436 4.501 -1.707
16 H -5.488 4.658 -0.222
17 H -4.190 6.659 -0.103
18 H -2.651 5.864 -0.686
19 H -2.374 5.847 1.443
20 H -3.534 3.586 0.807
21 C -1.511 3.202 2.602
22 C -0.313 2.485 3.327
23 O 0.635 1.967 2.286
24 O -2.134 2.148 1.858
25 H -1.105 3.886 1.852
26 H -2.145 3.788 3.208
27 H -0.805 1.677 3.871
28 H 0.309 3.088 4.024
29 H 0.389 1.047 2.238
30 H -2.766 1.641 2.422
31 C 3.108 1.842 -5.078
32 C 2.817 0.908 -3.916
33 O 1.682 0.072 -4.086
34 O 1.902 2.527 -5.404
35 H 3.289 1.244 -5.997
36 H 4.061 2.351 -4.940
37 H 2.766 1.587 -3.063
38 H 3.614 0.167 -3.756
39 H 0.869 0.606 -4.315
40 H 2.011 3.439 -5.190
41 C -0.651 3.270 -1.582
42 C 0.163 3.279 -2.845
43 O -0.488 4.210 -3.731
44 O -1.840 2.564 -1.901
45 H -0.803 4.296 -1.257
46 H -0.140 2.720 -0.803
47 H 0.261 2.335 -3.347
48 H 1.073 3.808 -2.604
49 H -0.974 3.863 -4.498
50 H -2.522 2.560 -1.243
51 C -1.538 1.799 -6.674
52 C -2.264 1.570 -5.284
53 O -1.381 1.068 -4.271
54 O -0.733 3.049 -6.542
55 H -2.237 2.038 -7.447
56 H -0.947 0.936 -6.954
57 H -3.071 0.841 -5.388
58 H -2.695 2.527 -5.024
59 H -1.592 1.578 -3.493
60 H 0.163 2.819 -6.499
61 C 2.279 -2.864 2.718
62 C 3.314 -4.025 2.464
63 O 3.058 -4.600 1.182
64 O 2.635 -2.133 3.879
65 H 1.297 -3.333 2.894
66 H 2.338 -2.325 1.787
67 H 3.413 -4.721 3.260
68 H 4.276 -3.462 2.412
69 H 3.253 -3.928 0.490
70 H 3.313 -1.497 3.643
71 C 2.522 3.642 -0.082
72 C 3.526 3.955 1.023
73 O 3.551 2.987 2.033
74 O 2.969 2.470 -0.704
75 H 2.459 4.469 -0.799
76 H 1.538 3.389 0.333
77 H 3.301 5.020 1.313
78 H 4.547 3.811 0.479
79 H 2.677 2.680 2.258
80 H 3.207 1.798 -0.005
81 C 0.578 -0.136 -1.335
82 C -0.188 -0.258 -0.107
83 O 0.640 -0.681 0.928
84 O 1.015 -1.406 -1.805
85 H 1.470 0.512 -1.151
86 H -0.062 0.355 -2.139
87 H -1.080 -0.865 -0.197
88 H -0.562 0.717 0.153
89 H 0.132 -1.114 1.651
90 H 1.118 -1.166 -2.759
91 C 0.025 -5.239 -0.474
92 C -0.830 -6.399 0.109
93 O -0.977 -6.439 1.486
94 O -0.732 -4.046 -0.531
95 H 0.292 -5.636 -1.423
96 H 0.893 -5.136 0.234
97 H -0.376 -7.334 -0.210
98 H -1.763 -6.272 -0.375
99 H -1.797 -5.942 1.620
100 H -0.033 -3.319 -0.504
101 C -3.079 -2.974 1.745
102 C -3.586 -1.818 2.648
103 O -2.989 -0.616 2.119
104 O -1.701 -3.171 1.919
105 H -3.372 -2.782 0.711
106 H -3.562 -3.907 2.080
107 H -3.260 -1.984 3.686
108 H -4.642 -1.833 2.544
109 H -3.362 -0.481 1.245
110 H -1.343 -3.638 1.183
111 C -4.976 -0.794 -0.875
112 C -5.923 0.343 -1.253
113 O -5.911 1.299 -0.226
114 O -3.625 -0.233 -0.735
115 H -4.997 -1.584 -1.614
116 H -5.282 -1.208 0.130
117 H -6.945 0.000 -1.401
118 H -5.575 0.612 -2.213
119 H -5.029 1.739 -0.136
120 H -3.125 -0.936 -1.160
121 C -2.132 -2.099 -3.245
122 C -1.125 -3.081 -3.925
123 O -1.879 -4.164 -4.500
124 O -2.606 -2.550 -2.018
125 H -3.028 -2.074 -3.827
126 H -1.698 -1.110 -3.050
127 H -0.360 -3.411 -3.204
128 H -0.626 -2.555 -4.771
129 H -1.807 -4.916 -3.916
130 H -1.923 -3.140 -1.645
131 C 4.606 -1.709 -0.668
132 C 4.760 -1.091 0.695
133 O 3.680 -0.064 0.780
134 O 3.389 -2.462 -0.728
135 H 5.450 -2.306 -0.843
136 H 4.545 -0.862 -1.369
137 H 5.676 -0.545 0.750
138 H 4.848 -1.785 1.515
139 H 2.876 -0.579 0.971
140 H 2.633 -1.879 -0.912
141 C -0.493 -2.264 5.313
142 C -0.557 -0.834 4.746
143 O -0.561 -0.717 3.375
144 O -1.557 -3.143 5.039
145 H -0.440 -2.156 6.400
146 H 0.377 -2.681 4.756
147 H 0.263 -0.235 5.195
148 H -1.544 -0.377 5.061
149 H -1.455 -0.611 3.091
150 H -1.589 -3.405 4.091

As for the net charge: 0. The value obtained for the energy above the lowest of the compared OMol25 structures with the same formula, charge and spin is 134.29 kJ/mol. The HOMO-LUMO gap is 0.3413 hartree. The electronic energy comes out at -93987.7234 eV.


ORCA calculation (ωB97M-V with the def2-TZVPD basis set) on a 10-piece molecular cluster, C30H90O40P10 overall.

CARTESIAN COORDINATES (ANGSTROEM)
1 C 0.567 -0.934 -2.402
2 O -0.040 -0.385 -1.262
3 P -0.155 -1.254 0.097
4 O 1.160 -1.561 0.733
5 O -1.267 -0.464 0.985
6 C -2.647 -0.218 0.526
7 O -0.994 -2.436 -0.473
8 C -1.281 -3.550 0.364
9 H 1.002 -1.918 -2.229
10 H 1.377 -0.284 -2.733
11 H -0.159 -1.074 -3.203
12 H -3.423 -0.906 0.861
13 H -2.772 -0.052 -0.544
14 H -3.104 0.746 0.754
15 H -0.979 -4.498 -0.083
16 H -2.309 -3.633 0.719
17 H -0.700 -3.601 1.284
18 C 5.495 -2.760 5.024
19 O 4.721 -2.513 6.159
20 P 4.548 -3.656 7.321
21 O 3.882 -3.105 8.543
22 O 6.002 -4.315 7.614
23 C 6.096 -5.323 8.646
24 O 3.709 -4.831 6.611
25 C 2.422 -4.556 6.042
26 H 4.928 -2.686 4.096
27 H 5.898 -3.771 4.965
28 H 6.309 -2.041 4.932
29 H 6.668 -4.932 9.488
30 H 6.648 -6.154 8.208
31 H 5.139 -5.692 9.014
32 H 1.891 -3.637 6.289
33 H 1.773 -5.383 6.330
34 H 2.527 -4.563 4.957
35 C -4.440 4.077 5.657
36 O -4.072 2.816 5.097
37 P -3.683 1.681 6.141
38 O -4.575 1.636 7.319
39 O -2.081 1.880 6.464
40 C -1.083 1.844 5.395
41 O -3.721 0.326 5.245
42 C -3.277 -0.954 5.734
43 H -4.030 4.166 6.663
44 H -5.509 4.277 5.718
45 H -3.930 4.776 4.994
46 H -0.345 2.605 5.648
47 H -1.445 2.131 4.407
48 H -0.582 0.877 5.437
49 H -4.114 -1.586 6.028
50 H -2.762 -0.785 6.680
51 H -2.550 -1.265 4.984
52 C 3.799 5.423 -2.578
53 O 4.501 5.899 -3.638
54 P 4.853 7.457 -3.786
55 O 5.466 7.848 -5.064
56 O 3.447 8.133 -3.446
57 C 2.753 8.761 -4.455
58 O 5.793 7.834 -2.497
59 C 7.183 7.624 -2.516
60 H 2.936 4.902 -2.993
61 H 3.454 6.239 -1.943
62 H 4.307 4.688 -1.954
63 H 3.342 8.943 -5.354
64 H 2.363 9.728 -4.135
65 H 1.812 8.290 -4.740
66 H 7.582 6.914 -3.240
67 H 7.674 7.357 -1.580
68 H 7.623 8.559 -2.865
69 C -4.931 -3.796 -3.606
70 O -6.093 -4.537 -3.350
71 P -6.180 -5.255 -1.923
72 O -6.123 -4.307 -0.786
73 O -7.498 -6.176 -2.119
74 C -8.679 -5.940 -1.421
75 O -4.957 -6.382 -1.973
76 C -5.034 -7.369 -3.043
77 H -4.164 -3.706 -2.837
78 H -5.230 -2.815 -3.975
79 H -4.420 -4.270 -4.444
80 H -9.428 -5.554 -2.112
81 H -8.491 -5.197 -0.645
82 H -8.944 -6.889 -0.956
83 H -4.387 -7.037 -3.855
84 H -6.022 -7.553 -3.466
85 H -4.755 -8.385 -2.766
86 C -5.683 5.550 0.124
87 O -4.814 5.997 -0.956
88 P -4.301 4.950 -2.072
89 O -5.396 4.141 -2.656
90 O -3.329 5.733 -3.118
91 C -2.298 5.135 -3.946
92 O -3.177 4.191 -1.176
93 C -2.085 4.931 -0.636
94 H -6.709 5.912 0.066
95 H -5.383 5.903 1.111
96 H -5.727 4.472 0.278
97 H -2.620 4.104 -4.091
98 H -1.263 5.167 -3.605
99 H -2.305 5.777 -4.827
100 H -1.161 4.423 -0.911
101 H -2.194 4.950 0.448
102 H -2.017 5.934 -1.059
103 C 5.931 6.216 4.944
104 O 4.659 5.842 4.436
105 P 4.404 5.580 2.833
106 O 2.997 5.361 2.473
107 O 5.118 6.868 2.134
108 C 4.559 8.163 2.304
109 O 5.349 4.342 2.388
110 C 4.961 3.099 2.859
111 H 6.554 6.749 4.226
112 H 6.495 5.353 5.297
113 H 5.945 6.880 5.809
114 H 4.491 8.662 1.337
115 H 5.288 8.728 2.884
116 H 3.569 8.237 2.754
117 H 3.950 3.039 3.261
118 H 5.694 2.666 3.541
119 H 4.965 2.381 2.039
120 C -14.563 0.950 -0.759
121 O -13.345 0.287 -0.575
122 P -11.955 0.998 -1.091
123 O -12.026 1.491 -2.533
124 O -11.737 2.134 0.048
125 C -12.372 3.434 -0.165
126 O -10.697 -0.006 -0.801
127 C -9.346 0.487 -0.811
128 H -14.521 1.949 -1.193
129 H -15.074 1.145 0.183
130 H -15.157 0.279 -1.380
131 H -13.211 3.454 0.531
132 H -12.747 3.566 -1.180
133 H -11.730 4.222 0.230
134 H -9.218 1.569 -0.831
135 H -8.864 0.018 -1.669
136 H -8.731 0.102 0.003
137 C 0.029 -5.848 -5.788
138 O 0.908 -4.689 -5.825
139 P 2.476 -4.876 -6.017
140 O 3.127 -5.691 -4.913
141 O 2.508 -5.621 -7.451
142 C 3.695 -5.946 -8.107
143 O 3.013 -3.358 -6.323
144 C 2.575 -2.511 -7.348
145 H 0.446 -6.855 -5.810
146 H -0.838 -5.817 -6.448
147 H -0.395 -5.760 -4.788
148 H 3.466 -6.798 -8.746
149 H 4.519 -6.321 -7.499
150 H 4.032 -5.109 -8.719
151 H 1.795 -1.871 -6.933
152 H 2.086 -3.074 -8.142
153 H 3.426 -1.916 -7.681
154 C 10.084 -7.379 0.340
155 O 9.203 -6.376 -0.085
156 P 9.325 -4.920 0.608
157 O 9.150 -4.848 2.083
158 O 8.164 -4.050 -0.202
159 C 7.053 -4.746 -0.749
160 O 10.749 -4.280 0.145
161 C 11.193 -4.238 -1.187
162 H 10.853 -7.084 1.053
163 H 10.520 -7.893 -0.517
164 H 9.350 -8.092 0.717
165 H 7.154 -4.866 -1.828
166 H 6.138 -4.196 -0.529
167 H 6.810 -5.731 -0.351
168 H 11.191 -3.195 -1.502
169 H 10.572 -4.839 -1.851
170 H 12.168 -4.715 -1.287

As for the net charge: 0. The value obtained for the energy above the lowest of the compared OMol25 structures with the same formula, charge and spin is 773.85 kJ/mol. As for the SMILES: COP(=O)(OC)OC.COP(=O)(OC)OC.COP(=O)(OC)OC.COP(=O)(OC)OC.COP(=O)(OC)OC.COP(=O)(OC)OC.COP(=O)(OC)OC.COP(=O)(OC)OC.COP(=O)(OC)OC.COP(=O)(OC)OC. The HOMO-LUMO gap is 0.3771 hartree. The electronic energy comes out at -207374.6834 eV.


ORCA calculation (ωB97M-V with the def2-TZVPD basis set) on a 17-piece molecular cluster, C30H99N5O22 overall.

CARTESIAN COORDINATES (ANGSTROEM)
1 O 1.625 -4.390 -1.956
2 H 0.785 -4.036 -1.619
3 H 1.710 -5.253 -1.541
4 O 2.212 -2.817 4.393
5 H 2.141 -3.437 3.651
6 H 2.768 -3.268 5.039
7 O 3.916 0.461 -1.808
8 H 4.114 1.280 -1.343
9 H 3.010 0.190 -1.474
10 O -0.525 -4.111 0.444
11 H -1.318 -3.586 0.615
12 H -0.758 -5.000 0.739
13 O -3.483 -4.215 1.120
14 H -3.432 -4.015 2.063
15 H -4.151 -4.908 1.056
16 O -1.026 -2.624 -2.211
17 H -1.181 -1.933 -1.558
18 H -0.281 -2.287 -2.735
19 O 2.073 -4.594 1.745
20 H 1.252 -4.340 1.287
21 H 2.606 -5.031 1.073
22 C 5.547 -3.747 1.626
23 C 6.329 -3.489 2.906
24 O 7.591 -2.930 2.561
25 O 6.162 -4.812 0.945
26 H 5.476 -2.808 1.073
27 H 4.527 -4.015 1.937
28 H 6.440 -4.432 3.452
29 H 5.830 -2.748 3.543
30 H 8.155 -2.904 3.337
31 H 5.817 -4.888 0.052
32 C -6.164 2.916 -1.940
33 C -5.713 1.678 -1.159
34 O -6.725 0.667 -1.228
35 O -5.705 2.939 -3.292
36 H -5.872 3.866 -1.493
37 H -7.262 2.932 -1.952
38 H -5.680 1.976 -0.107
39 H -4.742 1.274 -1.456
40 H -7.008 0.640 -2.148
41 H -6.031 2.157 -3.749
42 C 1.314 3.964 -4.225
43 C 2.169 3.393 -3.108
44 O 2.390 4.387 -2.101
45 O -0.066 4.116 -3.915
46 H 1.324 3.250 -5.049
47 H 1.701 4.953 -4.490
48 H 3.128 3.174 -3.594
49 H 1.753 2.459 -2.726
50 H 2.911 3.967 -1.409
51 H -0.170 4.528 -3.028
52 C 1.584 -0.133 -4.404
53 C 2.056 -0.946 -5.603
54 O 1.365 -0.524 -6.767
55 O 0.422 -0.701 -3.799
56 H 1.299 0.855 -4.773
57 H 2.385 -0.064 -3.674
58 H 1.908 -2.001 -5.342
59 H 3.141 -0.840 -5.713
60 H 1.618 -1.128 -7.473
61 H -0.354 -0.480 -4.323
62 C -6.913 -1.296 1.972
63 C -6.102 -0.024 2.076
64 O -5.252 -0.084 3.218
65 O -7.861 -1.314 3.032
66 H -6.301 -2.198 2.071
67 H -7.442 -1.328 1.014
68 H -6.791 0.816 2.197
69 H -5.512 0.163 1.181
70 H -5.782 0.041 4.009
71 H -7.648 -1.925 3.735
72 C -0.473 1.410 4.447
73 C 0.605 0.324 4.427
74 C 1.997 0.868 4.707
75 O 2.218 1.915 3.758
76 C 3.400 2.630 3.992
77 N 0.256 -0.772 5.359
78 H -0.353 1.973 3.521
79 H -0.489 2.013 5.357
80 H -1.493 1.011 4.451
81 H 0.590 -0.113 3.426
82 H 2.775 0.124 4.515
83 H 2.033 1.288 5.717
84 H 3.526 3.073 4.984
85 H 3.476 3.408 3.231
86 H 4.268 1.979 3.813
87 H -0.661 -1.119 5.078
88 H 0.827 -1.566 5.041
89 C -4.667 -1.568 -2.910
90 C -5.711 -2.672 -3.023
91 C -7.032 -2.303 -2.379
92 O -7.994 -3.302 -2.612
93 C -9.307 -2.910 -2.309
94 N -5.981 -2.873 -4.466
95 H -5.066 -0.650 -3.348
96 H -3.781 -1.826 -3.489
97 H -4.366 -1.400 -1.874
98 H -5.287 -3.584 -2.589
99 H -7.335 -1.319 -2.756
100 H -6.967 -2.189 -1.288
101 H -9.937 -3.789 -2.184
102 H -9.732 -2.193 -3.015
103 H -9.291 -2.464 -1.300
104 H -5.227 -3.362 -4.931
105 H -6.792 -3.486 -4.504
106 C 2.327 -0.877 1.134
107 C 1.132 -0.923 0.185
108 C -0.135 -0.561 0.968
109 O -1.275 -0.566 0.134
110 C -2.477 -0.618 0.891
111 N 1.309 0.005 -0.961
112 H 2.194 -1.524 2.000
113 H 2.502 0.152 1.469
114 H 3.271 -1.123 0.644
115 H 1.016 -1.950 -0.170
116 H -0.058 0.406 1.471
117 H -0.206 -1.368 1.715
118 H -2.483 0.081 1.733
119 H -2.515 -1.614 1.348
120 H -3.292 -0.448 0.195
121 H 1.182 0.959 -0.589
122 H 0.460 -0.150 -1.503
123 C -2.548 4.720 -0.069
124 C -1.044 4.522 -0.070
125 C -0.744 3.010 -0.171
126 O 0.626 2.684 -0.146
127 C 1.385 3.224 0.916
128 N -0.463 5.138 -1.280
129 H -2.903 5.735 -0.245
130 H -2.855 4.480 0.957
131 H -3.094 4.030 -0.715
132 H -0.677 4.894 0.893
133 H -1.139 2.691 -1.134
134 H -1.277 2.504 0.643
135 H 1.598 4.285 0.740
136 H 2.313 2.663 1.007
137 H 0.859 3.197 1.876
138 H 0.559 5.110 -1.202
139 H -0.671 6.132 -1.169
140 C 6.117 -0.244 0.369
141 C 7.088 0.833 -0.123
142 C 7.594 1.785 0.943
143 O 6.462 2.427 1.499
144 C 6.787 3.354 2.506
145 N 8.208 0.168 -0.827
146 H 6.457 -0.737 1.283
147 H 5.957 -1.004 -0.393
148 H 5.149 0.200 0.601
149 H 6.502 1.406 -0.857
150 H 8.362 2.467 0.564
151 H 8.038 1.177 1.745
152 H 7.654 3.969 2.246
153 H 7.003 2.836 3.449
154 H 5.923 3.998 2.661
155 H 7.821 -0.444 -1.536
156 H 8.672 0.915 -1.342

As for the net charge: 0. The HOMO-LUMO gap is 0.3279 hartree. The electronic energy comes out at -85206.8836 eV.